Model w:
Computed, not measured: 2 unconnected molecules or ions with the total composition C17H19NO, with ωB97M-V with the def2-TZVPD basis set.

The value obtained for the molar mass is 253.35 g/mol. Its multiplicity is 1. As for the structure (SMILES): Cc1c[nH]c2ccccc12.CCc1ccc(O)cc1. Its HOMO-LUMO gap is 8.1948 eV.

CARTESIAN COORDINATES (ANGSTROEM)
C (2.499, 3.113, 1.542)
C (1.485, 2.720, 2.512)
C (1.330, 3.003, 3.919)
N (0.175, 2.521, 4.386)
C (-0.558, 1.959, 3.309)
C (-1.766, 1.311, 3.269)
C (-2.220, 0.681, 2.062)
C (-1.458, 0.907, 0.823)
C (-0.314, 1.539, 0.916)
C (0.221, 2.081, 2.110)
H (2.280, 4.100, 0.930)
H (2.405, 2.588, 0.651)
H (3.621, 3.078, 1.834)
H (2.023, 3.359, 4.690)
H (-0.294, 2.814, 5.297)
H (-2.470, 1.489, 4.100)
H (-3.075, -0.047, 2.074)
H (-1.948, 0.451, -0.081)
H (0.203, 1.583, 0.052)
C (2.257, -2.406, -3.731)
C (1.829, -2.149, -2.203)
C (0.373, -1.954, -2.063)
C (-0.324, -2.848, -1.361)
C (-1.681, -2.918, -1.192)
C (-2.277, -1.849, -1.795)
O (-3.598, -1.896, -1.741)
C (-1.684, -0.857, -2.694)
C (-0.332, -0.998, -2.762)
H (3.372, -1.937, -3.840)
H (1.535, -1.960, -4.421)
H (2.134, -3.524, -3.832)
H (2.159, -2.932, -1.546)
H (2.340, -1.200, -1.877)
H (0.153, -3.811, -1.049)
H (-2.415, -3.757, -0.799)
H (-4.068, -1.980, -0.954)
H (-2.188, -0.069, -3.233)
H (0.276, -0.204, -3.302)

Mulliken population analysis, charges in e, atoms 1 to 6: -1.268 0.383 -0.587 -0.076 -0.320 -0.747

=====

Model x:
Computed, not measured: 2 unconnected molecules or ions with the total composition C17H19NO, with ωB97M-V with the def2-TZVPD basis set.

The value obtained for the molar mass is 253.35 g/mol. Its multiplicity is 1. As for the structure (SMILES): Cc1c[nH]c2ccccc12.CCc1ccc(O)cc1. Its HOMO-LUMO gap is 8.6364 eV.

CARTESIAN COORDINATES (ANGSTROEM)
C (-0.852, 1.618, -1.922)
C (-1.682, 0.378, -1.824)
C (-1.663, -0.677, -2.676)
N (-2.460, -1.705, -2.205)
C (-2.740, -1.416, -0.883)
C (-3.462, -2.138, 0.053)
C (-3.669, -1.649, 1.320)
C (-3.322, -0.307, 1.566)
C (-2.660, 0.452, 0.624)
C (-2.330, -0.094, -0.617)
H (-0.982, 2.219, -1.027)
H (-1.051, 2.239, -2.798)
H (0.203, 1.352, -1.958)
H (-1.164, -0.621, -3.635)
H (-2.369, -2.657, -2.517)
H (-3.632, -3.179, -0.179)
H (-4.032, -2.281, 2.115)
H (-3.457, 0.148, 2.529)
H (-2.364, 1.470, 0.882)
C (2.256, 3.189, 0.782)
C (2.651, 2.079, -0.170)
C (2.479, 0.662, 0.325)
C (1.209, 0.099, 0.438)
C (1.022, -1.215, 0.834)
C (2.178, -1.947, 1.124)
O (2.132, -3.317, 1.287)
C (3.419, -1.358, 1.237)
C (3.525, 0.006, 0.952)
H (2.574, 2.946, 1.801)
H (1.184, 3.323, 0.915)
H (2.708, 4.163, 0.589)
H (2.102, 2.191, -1.106)
H (3.706, 2.185, -0.414)
H (0.333, 0.708, 0.245)
H (0.122, -1.798, 0.676)
H (1.369, -3.661, 0.810)
H (4.266, -1.897, 1.619)
H (4.454, 0.490, 1.208)

Mulliken population analysis, charges in e, atoms 1 to 6: -1.203 0.665 -0.704 -0.118 -0.562 -0.556

=====

Model y:
Computed, not measured: 2 unconnected molecules or ions with the total composition C17H19NO, with ωB97M-V with the def2-TZVPD basis set.

The value obtained for the molar mass is 253.35 g/mol. Its multiplicity is 1. As for the structure (SMILES): Cc1c[nH]c2ccccc12.CCc1ccc(O)cc1. Its HOMO-LUMO gap is 8.8422 eV.

CARTESIAN COORDINATES (ANGSTROEM)
C (-5.559, -0.480, -0.129)
C (-4.564, -1.127, -1.058)
C (-4.798, -2.140, -1.913)
N (-3.615, -2.491, -2.587)
C (-2.641, -1.586, -2.199)
C (-1.282, -1.572, -2.474)
C (-0.470, -0.691, -1.780)
C (-1.018, 0.154, -0.811)
C (-2.376, 0.187, -0.568)
C (-3.185, -0.735, -1.228)
H (-6.280, -1.247, 0.136)
H (-6.110, 0.279, -0.686)
H (-5.074, 0.049, 0.688)
H (-5.563, -2.904, -1.958)
H (-3.634, -2.726, -3.570)
H (-0.813, -2.251, -3.184)
H (0.593, -0.684, -1.950)
H (-0.347, 0.795, -0.254)
H (-2.759, 0.774, 0.251)
C (2.451, -1.983, 2.452)
C (1.752, -0.830, 1.737)
C (2.574, 0.428, 1.595)
C (3.651, 0.426, 0.723)
C (4.359, 1.604, 0.506)
C (4.040, 2.728, 1.233)
O (4.884, 3.826, 1.159)
C (3.005, 2.728, 2.164)
C (2.257, 1.573, 2.323)
H (1.700, -2.707, 2.780)
H (2.906, -1.602, 3.370)
H (3.281, -2.411, 1.910)
H (1.426, -1.175, 0.749)
H (0.826, -0.616, 2.271)
H (3.882, -0.475, 0.170)
H (5.220, 1.665, -0.156)
H (4.428, 4.603, 0.828)
H (2.796, 3.653, 2.682)
H (1.383, 1.586, 2.959)

Mulliken population analysis, charges in e, atoms 1 to 6: -1.355 0.524 -0.590 -0.255 -0.393 -0.607

=====

Which structure is most stable? model y, by 19.3 kJ/mol over the runner-up.

=====

Model w:
Computed, not measured: a molecular structure, C27H34IN10OPS6Sr, with ωB97M-V with the def2-TZVPD basis set.

The value obtained for the molar mass is 952.54 g/mol. Its charge is -2. Its multiplicity is 1. Its HOMO-LUMO gap is 4.9210 eV.

CARTESIAN COORDINATES (ANGSTROEM)
Sr (-2.003, 0.850, -0.902)
C (2.862, -0.163, 2.131)
C (2.944, 1.195, 2.816)
S (1.282, 1.953, 2.897)
C (1.713, 3.715, 2.837)
C (2.376, 4.185, 1.550)
S (1.394, 3.801, 0.058)
C (2.791, 3.524, -1.081)
C (2.313, 2.958, -2.407)
S (1.760, 1.229, -2.390)
C (3.307, 0.326, -2.040)
C (3.653, 0.146, -0.553)
S (2.144, -0.085, 0.459)
H (2.202, -0.818, 2.702)
H (3.844, -0.634, 2.063)
H (3.605, 1.866, 2.265)
H (3.322, 1.079, 3.834)
H (2.357, 3.941, 3.690)
H (0.755, 4.216, 2.982)
H (3.354, 3.717, 1.427)
H (2.524, 5.266, 1.606)
H (3.492, 2.845, -0.593)
H (3.295, 4.480, -1.250)
H (3.095, 3.052, -3.164)
H (1.427, 3.499, -2.743)
H (4.126, 0.823, -2.563)
H (3.139, -0.648, -2.501)
H (4.182, 1.012, -0.154)
H (4.285, -0.737, -0.425)
S (-1.253, 3.311, -2.262)
C (-1.598, 2.865, -3.911)
C (-1.667, 3.980, -4.798)
N (-1.682, 4.909, -5.482)
C (-1.773, 1.613, -4.443)
S (-1.640, 0.067, -3.651)
C (-2.097, 1.504, -5.827)
N (-2.371, 1.361, -6.939)
I (-3.525, 6.131, 3.375)
C (-2.739, 4.361, 2.619)
C (-2.835, 3.113, 3.196)
N (-2.167, 2.287, 2.383)
N (-1.656, 2.908, 1.318)
C (-1.999, 4.182, 1.443)
H (-3.323, 2.786, 4.097)
H (-2.040, 1.276, 2.448)
H (-1.698, 4.914, 0.711)
C (-4.814, -1.126, 0.433)
C (-4.216, 0.297, 0.449)
O (-4.766, 1.101, 1.207)
H (-5.758, -1.177, 0.993)
H (-4.083, -1.797, 0.897)
H (-4.961, -1.453, -0.600)
N (-1.363, -0.587, 2.101)
C (-1.358, -1.142, 3.122)
C (-1.345, -1.827, 4.333)
C (-2.309, -2.820, 4.601)
N (-3.083, -3.645, 4.841)
C (-0.381, -1.517, 5.312)
N (0.402, -1.275, 6.128)
C (0.266, -4.819, -2.787)
N (0.992, -3.677, -2.254)
C (1.562, -4.049, -0.963)
N (0.575, -4.538, -0.003)
C (-0.151, -5.647, -0.606)
N (-0.769, -5.329, -1.891)
C (-1.858, -4.366, -1.725)
P (-1.338, -2.722, -0.979)
C (0.116, -2.506, -2.142)
C (-0.336, -3.468, 0.418)
H (0.982, -5.630, -2.959)
H (-0.192, -4.534, -3.736)
H (2.069, -3.185, -0.535)
H (2.287, -4.852, -1.136)
H (-0.925, -5.982, 0.089)
H (0.556, -6.467, -0.770)
H (-2.620, -4.822, -1.088)
H (-2.305, -4.162, -2.701)
H (0.704, -1.657, -1.796)
H (-0.272, -2.249, -3.130)
H (-1.023, -3.865, 1.171)
H (0.242, -2.666, 0.880)

Mulliken population analysis, charges in e, atoms 1 to 6: 1.126 -1.133 -0.755 0.142 -0.928 -1.059

=====

Model x:
Computed, not measured: a molecular structure, C27H34IN10OPS6Sr, with ωB97M-V with the def2-TZVPD basis set.

The value obtained for the molar mass is 952.54 g/mol. Its charge is -2. Its multiplicity is 1. Its HOMO-LUMO gap is 4.6661 eV.

CARTESIAN COORDINATES (ANGSTROEM)
Sr (-0.968, -0.621, -1.068)
C (-0.025, 2.058, 3.894)
C (-1.166, 2.760, 3.166)
S (-2.258, 1.606, 2.300)
C (-3.336, 2.816, 1.494)
C (-2.681, 3.611, 0.366)
S (-2.506, 2.558, -1.096)
C (-1.170, 3.389, -1.987)
C (0.101, 3.703, -1.192)
S (0.533, 2.404, -0.008)
C (1.546, 3.368, 1.136)
C (2.181, 2.454, 2.183)
S (1.150, 1.134, 2.874)
H (-0.416, 1.326, 4.602)
H (0.536, 2.798, 4.471)
H (-0.768, 3.468, 2.440)
H (-1.758, 3.313, 3.901)
H (-3.736, 3.494, 2.252)
H (-4.178, 2.235, 1.105)
H (-1.698, 3.968, 0.673)
H (-3.300, 4.480, 0.128)
H (-1.544, 4.314, -2.430)
H (-0.944, 2.695, -2.796)
H (-0.024, 4.631, -0.627)
H (0.920, 3.836, -1.901)
H (0.936, 4.142, 1.612)
H (2.343, 3.872, 0.582)
H (2.582, 3.053, 3.004)
H (3.017, 1.918, 1.731)
S (-2.440, 0.167, -3.566)
C (-1.302, 0.869, -4.677)
C (-1.866, 1.312, -5.925)
N (-2.345, 1.651, -6.918)
C (0.037, 1.057, -4.475)
S (0.942, 0.662, -3.038)
C (0.804, 1.687, -5.515)
N (1.452, 2.191, -6.326)
I (-7.788, 0.359, -0.352)
C (-5.825, -0.176, -0.037)
C (-5.300, -0.730, 1.110)
N (-3.993, -0.899, 0.874)
N (-3.635, -0.493, -0.349)
C (-4.741, -0.045, -0.923)
H (-5.756, -1.000, 2.047)
H (-3.260, -1.273, 1.471)
H (-4.705, 0.361, -1.922)
C (-1.968, -4.231, -2.084)
C (-0.882, -3.338, -1.463)
O (0.143, -3.946, -1.116)
H (-1.673, -5.288, -2.100)
H (-2.168, -3.874, -3.099)
H (-2.902, -4.107, -1.524)
N (-1.216, -1.531, 1.598)
C (-1.142, -1.913, 2.691)
C (-1.022, -2.349, 4.014)
C (-1.053, -3.726, 4.338)
N (-1.094, -4.845, 4.619)
C (-0.871, -1.388, 5.036)
N (-0.742, -0.592, 5.867)
C (4.277, -3.800, -0.680)
N (4.156, -2.813, -1.748)
C (4.969, -1.653, -1.408)
N (4.667, -1.065, -0.104)
C (4.776, -2.115, 0.906)
N (3.954, -3.293, 0.654)
C (2.520, -2.978, 0.762)
P (1.949, -1.702, -0.455)
C (2.751, -2.434, -1.962)
C (3.314, -0.485, -0.101)
H (5.315, -4.151, -0.661)
H (3.622, -4.644, -0.902)
H (4.836, -0.891, -2.178)
H (6.019, -1.966, -1.395)
H (4.506, -1.699, 1.880)
H (5.823, -2.436, 0.942)
H (2.307, -2.629, 1.777)
H (1.925, -3.874, 0.585)
H (2.689, -1.703, -2.771)
H (2.170, -3.309, -2.248)
H (3.132, -0.039, 0.881)
H (3.265, 0.319, -0.841)

Mulliken population analysis, charges in e, atoms 1 to 6: 1.074 -0.761 -0.662 0.359 -0.818 -0.621

=====

Which structure is most stable? model x, by 112.3 kJ/mol over the runner-up.

=====

Model w:
Computed, not measured: a molecular structure, C4H3ClO2S, with ωB97M-V with the def2-TZVPD basis set.

The value obtained for the molar mass is 150.59 g/mol. Its multiplicity is 1. Its HOMO-LUMO gap is 8.5052 eV.

CARTESIAN COORDINATES (ANGSTROEM)
C (-0.055, 0.434, -0.232)
C (-0.114, -0.273, 1.244)
C (1.418, -0.042, -0.100)
C (-0.983, -0.247, -1.237)
H (0.079, 0.614, 1.944)
H (-1.009, -0.979, 1.326)
H (-1.286, 0.212, -2.183)
O (1.064, -1.001, 0.853)
O (-1.749, -1.248, -0.870)
S (2.945, 0.261, -0.701)
Cl (-0.310, 2.268, -0.043)

Mulliken population analysis, charges in e, atoms 1 to 6: 0.773 -0.491 -0.038 -0.114 0.325 0.315

=====

Model x:
Computed, not measured: C4H3ClO2S in the gas phase, with ωB97M-V with the def2-TZVPD basis set.

The value obtained for the molar mass is 150.59 g/mol. Its multiplicity is 1. As for the structure (SMILES): O=C1OC=C(Cl)[C@@H]1S. Its HOMO-LUMO gap is 9.9366 eV.

CARTESIAN COORDINATES (ANGSTROEM)
O (-0.653, 2.262, -0.375)
C (-0.269, 1.243, 0.078)
O (0.227, 1.102, 1.372)
C (0.589, -0.241, 1.587)
C (0.319, -1.009, 0.513)
Cl (0.440, -2.694, 0.301)
C (-0.284, -0.141, -0.561)
S (0.536, -0.241, -2.184)
H (0.853, -0.426, 2.615)
H (-1.345, -0.431, -0.675)
H (-0.413, 0.576, -2.673)

Mulliken population analysis, charges in e, atoms 1 to 6: -0.482 0.499 -0.357 -0.340 0.004 -0.161

=====

Which structure is most stable? model x, by 232.6 kJ/mol over the runner-up.

=====

Model w:
Computed, not measured: 2 unconnected molecules or ions with the total composition C5H13N3O3S, with ωB97M-V with the def2-TZVPD basis set.

The value obtained for the molar mass is 195.24 g/mol. Its multiplicity is 1. Its HOMO-LUMO gap is 8.9032 eV.

CARTESIAN COORDINATES (ANGSTROEM)
C (1.621, -1.466, -0.031)
C (0.251, 0.528, -1.219)
C (1.291, 0.579, 1.269)
C (-2.858, 0.720, 0.240)
C (0.739, -0.302, 0.143)
N (-4.087, 2.747, 0.070)
N (-3.349, 1.799, 0.082)
N (-0.572, -0.770, 0.777)
O (-3.267, -1.863, 0.614)
O (-5.229, -0.599, 0.185)
O (-3.547, -1.022, -1.559)
S (-3.913, -0.925, -0.208)
H (1.095, -2.258, -0.480)
H (2.467, -1.196, -0.622)
H (2.034, -2.075, 0.905)
H (1.102, 0.416, -1.959)
H (0.137, 1.590, -0.864)
H (-0.707, 0.072, -1.334)
H (2.206, 1.111, 0.796)
H (0.653, 1.311, 1.719)
H (1.548, -0.127, 2.157)
H (-1.772, 0.248, 0.549)
H (-4.313, 3.177, -0.786)
H (-1.100, -1.524, 0.269)
H (-0.504, -0.905, 1.767)

Mulliken population analysis, charges in e, atoms 1 to 6: -1.625 -1.108 -1.573 -0.219 1.375 -0.989

=====

Model x:
Computed, not measured: C5H13N3O3S in the gas phase, with ωB97M-V with the def2-TZVPD basis set.

The value obtained for the molar mass is 195.24 g/mol. Its multiplicity is 1. Its HOMO-LUMO gap is 10.2050 eV.

CARTESIAN COORDINATES (ANGSTROEM)
C (-0.135, -0.115, 0.476)
C (-0.632, 2.299, 0.771)
C (-2.324, 0.736, -0.020)
C (1.945, 1.022, -0.195)
C (1.928, -1.275, 0.669)
N (-0.927, 0.965, 0.299)
N (1.200, -0.036, 0.447)
N (0.083, -1.723, -1.943)
O (-0.017, -3.546, -0.249)
O (-0.692, -1.248, 0.617)
O (-2.131, -2.489, -1.011)
S (-0.704, -2.458, -0.861)
H (-1.389, 2.590, 1.506)
H (0.341, 2.334, 1.252)
H (-0.664, 3.016, -0.050)
H (-2.958, 0.857, 0.863)
H (-2.626, 1.461, -0.777)
H (-2.456, -0.275, -0.405)
H (2.451, 1.657, 0.539)
H (2.701, 0.568, -0.837)
H (1.292, 1.625, -0.820)
H (2.929, -1.031, 1.024)
H (1.409, -1.873, 1.415)
H (1.975, -1.862, -0.251)
H (-0.599, -1.200, -2.458)

Mulliken population analysis, charges in e, atoms 1 to 6: 0.775 -1.112 -0.918 -1.213 -1.190 0.164

=====

Which structure is most stable? model x, by 367.4 kJ/mol over the runner-up.